# 1
# C26H42BrCl3N5O4PS

A molecular structure, C26H42BrCl3N5O4PS at a distorted geometry (wB97M-V/def2-TZVPD, the Open Molecules 2025 dataset).

ORCA input file:
```
! RIJCOSX wB97M-V def2-TZVPD def2/J DEFGRID3
* xyz 0 1
C -1.146 -0.328 -4.184
C -1.405 -0.641 -3.063
C -1.623 -1.277 -1.762
N -0.679 -0.957 -0.682
C 0.653 -1.130 -0.744
N 1.403 -1.981 -1.420
C 0.808 -3.030 -2.275
C 0.343 -4.328 -1.564
C -0.483 -5.112 -2.652
C -0.558 -4.151 -0.342
C 2.857 -1.945 -1.386
Cl 3.513 -1.465 -2.987
C 3.513 -3.287 -0.972
C 5.036 -3.108 -0.817
Cl 2.893 -3.892 0.596
N 1.261 -0.186 0.119
Cl 2.043 -0.875 1.514
C 0.299 0.905 0.488
C 0.295 1.520 1.898
C 1.453 2.476 2.244
N 1.076 3.893 2.119
C 2.260 4.795 2.142
C 2.631 5.390 0.714
C 0.132 4.289 3.133
C -0.247 3.401 4.324
O -0.436 5.351 3.066
C 0.666 2.064 -0.470
C 0.433 1.911 -1.965
C -0.663 2.690 -2.691
N 1.184 1.195 -2.711
C -1.030 0.116 0.297
C -1.473 -0.745 1.532
C -2.678 -1.641 1.305
O -2.611 -2.798 1.601
O -3.888 -1.173 0.790
C -4.809 -1.099 1.845
C -6.267 -1.342 1.557
O -4.416 -0.885 2.952
P -2.400 1.387 -0.035
S -3.449 1.852 1.548
H -1.160 0.186 -5.123
H -1.597 -2.359 -1.916
H -2.660 -1.088 -1.468
H 0.069 -2.635 -2.973
H 1.605 -3.371 -2.944
H 1.207 -4.963 -1.365
H -0.321 -4.652 -3.634
H -1.545 -4.982 -2.430
H -0.206 -6.164 -2.692
H -0.602 -5.121 0.170
H -1.593 -3.902 -0.573
H -0.127 -3.476 0.404
H 3.233 -1.188 -0.704
H 3.317 -4.011 -1.765
H 5.275 -2.180 -0.294
H 5.386 -3.923 -0.180
H 5.530 -3.206 -1.783
H 0.195 0.799 2.711
H -0.614 2.138 1.943
H 1.769 2.291 3.284
H 2.349 2.272 1.648
H 3.132 4.275 2.560
H 2.089 5.667 2.776
H 3.447 4.773 0.305
H 2.949 6.432 0.822
H 1.717 5.407 -0.046
H 0.039 3.837 5.283
H -1.341 3.342 4.329
H 0.113 2.370 4.297
H 1.746 2.210 -0.367
H 0.217 3.007 -0.107
H -0.274 2.915 -3.684
H -1.615 2.161 -2.707
H -0.749 3.652 -2.162
H 1.918 0.751 -2.152
H -1.623 -0.157 2.440
H -0.645 -1.425 1.750
H -6.676 -1.855 2.427
H -6.755 -0.374 1.429
H -6.389 -2.011 0.703
H -3.309 0.953 -1.027
H -1.866 2.611 -0.496
Br -0.130 5.130 0.249
*
```

Its molar mass is 737.96 u. As for the energy relative to the best compared isomer or geometry (same formula, charge and spin): 0.0 kJ/mol. For the highest occupied orbital energy, the calculation gives -5.58 eV. For the total energy, the calculation gives -6284.51458 a.u.

***

# 2
# C26H42CoN2O4PS2Si2Te

A molecular structure, C26H42CoN2O4PS2Si2Te at a distorted geometry (wB97M-V/def2-TZVPD, the Open Molecules 2025 dataset).

ORCA input file:
```
! RIJCOSX wB97M-V def2-TZVPD def2/J DEFGRID3
* xyz -1 2
Co -0.525 0.596 -1.845
O -0.315 -0.186 -3.556
C -0.964 0.079 -4.636
C -0.783 -0.761 -5.767
C -1.434 -0.524 -6.952
C -2.300 0.570 -7.097
C -2.480 1.408 -6.022
C -1.838 1.190 -4.792
C -2.053 2.142 -3.737
N -1.595 2.033 -2.542
N -1.895 3.066 -1.670
C -1.291 2.846 -0.535
O -0.550 1.826 -0.282
C -1.494 3.869 0.537
C -0.922 3.682 1.791
C -1.107 4.617 2.801
C -1.867 5.753 2.565
C -2.439 5.947 1.313
C -2.255 5.012 0.306
H -0.111 -1.602 -5.647
H -1.274 -1.195 -7.789
H -2.809 0.752 -8.034
H -3.136 2.269 -6.109
H -2.643 3.032 -3.955
H -0.334 2.795 1.966
H -0.657 4.455 3.773
H -2.014 6.485 3.350
H -3.034 6.832 1.122
H -2.697 5.150 -0.671
C 4.171 -3.874 -4.134
C 3.115 -2.791 -4.256
O 3.024 -2.040 -3.057
P 1.613 -2.140 -2.182
S -1.568 -1.211 -0.442
S 1.720 -0.336 -1.202
O 2.105 -3.168 -0.945
C 1.729 -4.529 -1.076
C 1.567 -5.147 0.297
H 4.263 -4.427 -5.072
H 3.912 -4.576 -3.340
H 5.139 -3.432 -3.893
H 2.141 -3.231 -4.503
H 3.376 -2.099 -5.061
H 2.505 -5.072 -1.631
H 0.799 -4.608 -1.650
H 2.507 -5.106 0.850
H 1.260 -6.191 0.206
H 0.810 -4.612 0.871
C 3.846 0.956 1.478
Si 2.581 0.211 2.628
C 3.045 -1.570 3.004
C 2.571 1.188 4.239
C 0.822 0.333 1.955
Te 0.093 -1.489 1.146
C -1.196 -1.787 2.849
Si -2.425 -0.464 3.409
C -3.107 0.649 2.084
C -3.849 -1.367 4.245
C -1.557 0.607 4.704
H 4.831 0.947 1.953
H 3.594 1.992 1.239
H 3.896 0.402 0.541
H 4.018 -1.597 3.502
H 3.120 -2.157 2.085
H 2.321 -2.058 3.664
H 3.572 1.273 4.667
H 1.925 0.714 4.983
H 2.193 2.200 4.066
H 0.731 1.088 1.178
H 0.137 0.580 2.768
H -0.506 -1.968 3.683
H -1.703 -2.736 2.655
H -3.644 0.088 1.320
H -2.309 1.195 1.576
H -3.785 1.374 2.545
H -4.300 -2.089 3.560
H -4.626 -0.661 4.548
H -3.516 -1.908 5.135
H -1.179 1.531 4.258
H -0.716 0.087 5.169
H -2.250 0.891 5.500
*
```

Its molar mass is 784.44 u. As for the energy relative to the best compared isomer or geometry (same formula, charge and spin): 113.1 kJ/mol. For the highest occupied orbital energy (spin up / spin down), the calculation gives -4.32 / -4.64 eV. For the total energy, the calculation gives -4794.13137 a.u.